C27H34BiN5S as an isolated structure. Source: the Open Molecules 2025 dataset; level of theory: ωB97M-V/def2-TZVPD.

## Properties
Orbital gap   6.82 eV
Energy relative to the best compared isomer or geometry (same formula, charge and spin)   1.86 kcal per mole
Highest occupied orbital energy   -13.51 eV
Total charge   +2
LUMO energy   -0.246 Eh

Geometry as XYZ:
```
68
C27H34BiN5S (ωB97M-V/def2-TZVPD)
Bi 0.559 0.696 -1.445
C -0.634 1.375 2.875
C -0.415 1.513 1.505
N 0.200 0.578 0.798
C 0.657 -0.546 1.407
C 0.461 -0.766 2.770
C -0.211 0.232 3.502
C 0.962 -1.969 3.374
C 1.650 -2.872 2.646
C 1.897 -2.652 1.249
C 2.653 -3.535 0.455
C 2.873 -3.252 -0.869
C 2.325 -2.087 -1.408
N 1.605 -1.250 -0.681
C 1.392 -1.506 0.632
H -1.143 2.162 3.412
H -0.758 2.392 0.977
H -0.382 0.088 4.561
H 0.781 -2.130 4.428
H 2.036 -3.774 3.103
H 3.064 -4.432 0.902
H 3.457 -3.907 -1.498
H 2.472 -1.837 -2.452
C -4.360 2.187 1.028
C -3.728 0.874 0.658
C -4.084 -0.297 1.320
C -3.533 -1.527 0.972
C -3.979 -2.789 1.656
C -2.578 -1.577 -0.041
C -2.195 -0.419 -0.711
C -2.793 0.792 -0.367
N -1.195 -0.410 -1.722
C -1.397 -1.134 -3.006
C -0.988 -2.624 -2.898
C -0.510 -0.464 -4.054
C -2.853 -0.997 -3.443
H -5.447 2.121 0.988
H -4.051 2.985 0.354
H -4.097 2.475 2.047
H -4.826 -0.256 2.109
H -4.299 -2.595 2.679
H -3.185 -3.534 1.676
H -4.827 -3.226 1.126
H -2.135 -2.531 -0.294
H -2.566 1.676 -0.959
H -0.896 -2.941 -1.863
H -0.028 -2.809 -3.385
H -1.720 -3.270 -3.381
H 0.565 -0.548 -3.816
H -0.774 0.586 -4.204
H -0.611 -0.969 -5.015
H -3.523 -1.520 -2.762
H -2.978 -1.430 -4.436
H -3.151 0.051 -3.480
C 3.859 5.097 -1.293
N 3.498 3.692 -1.176
C 3.739 2.930 -0.093
S 3.356 1.260 -0.119
N 4.281 3.521 0.966
C 4.618 2.884 2.233
H 3.397 5.498 -2.191
H 4.940 5.241 -1.364
H 3.468 5.662 -0.447
H 3.375 3.171 -2.028
H 4.604 4.470 0.852
H 4.209 1.880 2.244
H 4.199 3.463 3.054
H 5.700 2.830 2.345
```

C14H15BBrF2NOPt as an isolated structure. Source: the Open Molecules 2025 dataset; level of theory: ωB97M-V/def2-TZVPD.

## Properties
Orbital gap   7.09 eV
Energy relative to the best compared isomer or geometry (same formula, charge and spin)   0.00 kcal per mole
Highest occupied orbital energy   -15.78 eV
Total charge   +2
LUMO energy   -0.319 Eh

Geometry as XYZ:
```
36
C14H15BBrF2NOPt (ωB97M-V/def2-TZVPD)
Pt 0.128 -1.098 -0.337
Br 2.263 -1.973 -1.132
C 3.265 -0.393 -0.720
C 4.633 -0.398 -0.817
C 5.342 0.734 -0.385
C 4.672 1.797 0.162
C 3.261 1.784 0.256
C 2.550 2.831 0.884
C 1.173 2.807 1.042
C 0.445 1.764 0.506
C 1.072 0.725 -0.250
C 2.531 0.679 -0.236
H 5.164 -1.261 -1.197
H 6.420 0.742 -0.461
H 5.215 2.656 0.533
H 3.114 3.673 1.270
H 0.670 3.613 1.557
H -0.635 1.769 0.574
C -4.792 -2.223 0.359
N -3.741 -1.212 0.530
C -4.172 0.097 1.045
C -2.496 -1.398 0.212
C -1.974 -2.711 -0.321
O -1.647 -0.435 0.327
H -5.611 -1.773 -0.199
H -5.152 -2.538 1.336
H -4.431 -3.083 -0.195
H -5.110 -0.044 1.573
H -4.321 0.791 0.219
H -3.425 0.491 1.727
H -2.349 -3.569 0.235
H -0.864 -2.835 -0.168
H -2.205 -2.837 -1.378
F 1.255 0.587 -2.796
B 0.472 0.866 -1.782
F -0.723 1.378 -1.975
```

C38H32Cl3IrO2P2 as an isolated structure at a distorted geometry. Source: the Open Molecules 2025 dataset; level of theory: ωB97M-V/def2-TZVPD.

## Properties
Orbital gap (spin up / spin down)   5.49 / 3.02 eV
Highest occupied orbital energy (spin up / spin down)   -11.78 / -13.65 eV
Total charge   +2
Spin multiplicity   5
LUMO energy (spin up / spin down)   -0.231 / -0.390 Eh
⟨S²⟩   6.03

Geometry as XYZ:
```
78
C38H32Cl3IrO2P2 (ωB97M-V/def2-TZVPD)
C 1.289 -2.617 -2.862
C 0.143 -2.813 -2.070
C -0.949 -3.523 -2.600
C -0.853 -4.114 -3.861
C 0.302 -3.947 -4.630
C 1.364 -3.182 -4.138
P 0.142 -2.162 -0.359
C -1.302 -3.019 0.386
C -2.474 -2.296 0.607
C -3.563 -2.903 1.232
C -3.511 -4.255 1.564
C -2.358 -4.998 1.293
C -1.245 -4.379 0.718
Ir 0.020 0.025 0.226
P 0.101 2.233 -0.221
C -0.981 2.881 -1.535
C -0.490 3.624 -2.622
C -1.384 4.211 -3.521
C -2.758 3.989 -3.393
C -3.241 3.160 -2.375
C -2.355 2.594 -1.455
C -0.423 3.145 1.304
C 0.379 2.999 2.442
C -0.036 3.519 3.664
C -1.227 4.244 3.747
C -1.997 4.446 2.601
C -1.590 3.910 1.376
C 1.712 3.047 -0.486
C 2.879 2.281 -0.562
C 4.102 2.917 -0.801
C 4.161 4.306 -0.936
C 3.000 5.075 -0.804
C 1.776 4.447 -0.565
C 1.570 -3.030 0.422
C 2.215 -4.120 -0.189
C 3.306 -4.733 0.436
C 3.756 -4.277 1.678
C 3.096 -3.216 2.305
C 2.000 -2.612 1.687
H 1.326 2.460 2.374
H 0.572 3.350 4.554
H -1.554 4.642 4.709
H -2.927 5.014 2.654
H -2.191 4.087 0.484
H 0.583 3.762 -2.754
H -1.000 4.843 -4.323
H -3.453 4.454 -4.094
H -4.309 2.960 -2.288
H -2.722 1.942 -0.655
H 2.817 1.196 -0.431
H 5.012 2.320 -0.880
H 5.115 4.796 -1.139
H 3.040 6.162 -0.888
H 0.872 5.051 -0.446
H 1.875 -4.497 -1.154
H 3.802 -5.570 -0.056
H 4.615 -4.747 2.160
H 3.427 -2.856 3.279
H 1.483 -1.801 2.199
H -2.521 -1.245 0.317
H -4.447 -2.306 1.456
H -4.372 -4.731 2.037
H -2.317 -6.061 1.533
H -0.336 -4.952 0.529
H -1.863 -3.638 -2.014
H -1.686 -4.707 -4.240
H 0.372 -4.409 -5.617
H 2.259 -3.031 -4.741
H 2.129 -2.040 -2.468
H -0.144 0.112 -1.673
H 0.594 0.051 -1.595
Cl -2.157 0.975 5.030
C -1.285 -0.337 4.227
Cl 0.320 -0.532 4.968
Cl -2.184 -1.867 4.304
C -1.178 0.019 2.694
O -2.169 0.361 2.038
O 0.022 -0.085 2.212
```

One molecule with the formula C9H16NO3P at a distorted geometry. Source: the Open Molecules 2025 dataset; level of theory: ωB97M-V/def2-TZVPD.

## Properties
Orbital gap   10.60 eV
Energy relative to the best compared isomer or geometry (same formula, charge and spin)   60.62 kcal per mole
Highest occupied orbital energy   -10.08 eV
LUMO energy   0.019 Eh

Geometry as XYZ:
```
30
C9H16NO3P (ωB97M-V/def2-TZVPD)
C 3.162 1.307 1.450
C 2.600 1.236 0.025
O 2.883 -0.020 -0.564
C 1.872 -1.022 -0.423
C 2.472 -2.199 -1.315
O 0.677 -0.491 -0.947
C -0.490 -0.693 -0.242
O -0.541 -1.456 0.695
C -1.521 0.239 -0.787
C -2.928 0.201 0.162
C -2.650 0.706 1.598
P -4.324 1.128 -0.698
C -3.333 -1.236 0.112
N -3.695 -2.328 0.081
H 2.681 0.665 2.119
H 4.164 1.015 1.289
H 3.124 2.290 1.861
H 3.257 1.891 -0.542
H 1.507 1.391 0.093
H 1.560 -1.508 0.537
H 2.011 -3.067 -0.971
H 3.561 -2.100 -1.274
H 2.274 -1.793 -2.292
H -1.776 -0.018 -1.910
H -1.134 1.193 -0.837
H -2.252 1.800 1.680
H -3.536 0.456 2.294
H -1.828 0.143 2.076
H -4.316 0.338 -1.828
H -3.480 1.934 -1.442
```

C17H19NSTi as an isolated structure at a distorted geometry. Source: the Open Molecules 2025 dataset; level of theory: ωB97M-V/def2-TZVPD.

## Properties
Orbital gap (spin up / spin down)   6.04 / 6.70 eV
Energy relative to the best compared isomer or geometry (same formula, charge and spin)   14.87 kcal per mole
Highest occupied orbital energy (spin up / spin down)   -6.03 / -7.13 eV
Spin multiplicity   3
LUMO energy (spin up / spin down)   0.000 / -0.016 Eh
⟨S²⟩   2.01

Geometry as XYZ:
```
39
C17H19NSTi (ωB97M-V/def2-TZVPD)
C 1.239 -0.777 -1.601
C -0.644 1.488 -1.648
C 0.246 -1.449 -2.465
H 2.047 -1.408 -1.227
C -1.429 0.452 -1.002
H -1.041 2.500 -1.546
H 0.008 -0.861 -3.370
H -2.023 0.807 -0.146
C -1.105 -1.956 -1.933
H -0.958 -2.642 -1.087
H -1.591 -2.553 -2.727
C 1.723 0.543 -2.186
H 2.320 0.301 -3.074
H 2.450 1.065 -1.539
C 0.524 1.420 -2.622
H 0.208 1.097 -3.629
H 0.878 2.455 -2.762
C -2.069 -0.803 -1.587
H -2.619 -0.538 -2.501
H -2.830 -1.166 -0.877
Ti 0.287 0.510 -0.210
H 0.849 -2.287 -2.887
S -0.652 2.400 3.559
C -0.385 3.768 2.549
C 0.191 3.429 1.333
C 0.440 2.017 1.228
C 0.056 1.336 2.383
C 0.144 -0.091 2.568
C 0.115 -0.765 3.790
C 0.347 -2.129 3.812
C 0.596 -2.821 2.623
C 0.613 -2.125 1.420
N 0.333 -0.804 1.410
H -0.682 4.754 2.886
H 0.420 4.134 0.537
H -0.029 -0.172 4.696
H 0.366 -2.660 4.761
H 0.787 -3.892 2.611
H 0.869 -2.578 0.461
```

A 2-piece molecular cluster, C16H17F6N3O2 overall at a distorted geometry. Source: the Open Molecules 2025 dataset; level of theory: ωB97M-V/def2-TZVPD.

## Properties
Orbital gap   3.16 eV
Highest occupied orbital energy   -5.89 eV
LUMO energy   -0.100 Eh

Geometry as XYZ:
```
44
C16H17F6N3O2 (ωB97M-V/def2-TZVPD)
F 2.678 -1.225 2.050
C 1.341 -1.268 1.704
F 0.734 -0.341 2.524
F 0.858 -2.535 1.924
C 1.224 -0.943 0.186
C -0.197 -1.361 -0.432
C -1.350 -0.811 0.425
C -1.480 0.637 0.640
C -2.646 0.948 1.441
N -3.458 0.010 1.946
N -3.422 -1.303 1.813
C -2.382 -1.641 1.041
C -2.286 -3.186 0.774
C -2.053 -3.989 1.954
C -2.014 -5.453 1.735
C -2.240 -5.810 0.337
C -2.442 -4.873 -0.751
N -2.472 -3.539 -0.511
H 1.388 0.165 0.070
H 2.060 -1.428 -0.384
H -0.252 -0.810 -1.417
H -0.251 -2.441 -0.687
H -0.806 1.436 0.263
H -2.872 2.022 1.644
H -4.238 0.343 2.526
H -1.926 -3.542 2.962
H -1.872 -6.187 2.551
H -2.258 -6.900 0.092
H -2.614 -5.289 -1.774
C 2.295 5.597 -1.000
C 3.499 4.894 -1.609
O 3.532 3.500 -1.381
C 2.716 2.627 -2.222
O 2.900 2.855 -3.486
C 1.202 2.631 -1.817
F 1.043 2.715 -0.452
F 0.597 1.467 -2.168
F 0.462 3.618 -2.342
H 2.059 5.193 -0.013
H 2.489 6.670 -0.908
H 1.413 5.489 -1.628
H 4.391 5.284 -1.108
H 3.615 5.144 -2.668
H 3.037 1.628 -1.842
```

One molecule with the formula C16H26N2O3. Source: the Open Molecules 2025 dataset; level of theory: ωB97M-V/def2-TZVPD.

## Properties
Orbital gap   9.77 eV
Energy relative to the best compared isomer or geometry (same formula, charge and spin)   0.00 kcal per mole
Highest occupied orbital energy   -9.04 eV
LUMO energy   0.027 Eh

Geometry as XYZ:
```
47
C16H26N2O3 (ωB97M-V/def2-TZVPD)
C 6.558 0.388 1.026
C 5.517 0.597 -0.068
C 4.847 -0.718 -0.461
C 3.854 -0.559 -1.616
N 2.717 0.262 -1.270
C 1.538 -0.265 -0.879
O 1.254 -1.437 -0.903
O 0.698 0.721 -0.480
C -0.615 0.296 -0.099
C -1.540 1.508 -0.201
C -2.756 1.402 0.734
C -3.999 2.054 0.123
C -4.455 1.328 -1.141
C -4.272 -0.184 -1.150
O -4.679 -0.858 -2.079
N -3.623 -0.728 -0.106
C -3.395 -2.151 0.009
C -2.126 -2.270 0.857
C -1.979 -0.921 1.592
C -0.623 -0.270 1.318
C -3.135 -0.041 1.066
H 6.097 -0.037 1.914
H 7.022 1.333 1.299
H 7.336 -0.292 0.687
H 4.763 1.302 0.289
H 5.998 1.035 -0.946
H 5.612 -1.435 -0.766
H 4.322 -1.134 0.400
H 3.453 -1.537 -1.892
H 4.353 -0.117 -2.483
H 2.850 1.251 -1.139
H -0.925 -0.489 -0.798
H -1.858 1.620 -1.235
H -0.959 2.394 0.062
H -2.523 1.904 1.678
H -3.795 3.101 -0.111
H -4.800 2.032 0.866
H -5.514 1.519 -1.325
H -3.924 1.700 -2.020
H -4.251 -2.623 0.508
H -3.299 -2.582 -0.987
H -1.258 -2.448 0.224
H -2.202 -3.098 1.559
H -2.084 -1.062 2.670
H 0.168 -1.014 1.420
H -0.427 0.537 2.028
H -3.938 -0.017 1.822
```

C2HCl4NO2 as an isolated structure at a distorted geometry. Source: the Open Molecules 2025 dataset; level of theory: ωB97M-V/def2-TZVPD.

## Properties
Orbital gap (spin up / spin down)   8.97 / 8.24 eV
Energy relative to the best compared isomer or geometry (same formula, charge and spin)   0.00 kcal per mole
Highest occupied orbital energy (spin up / spin down)   -9.13 / -10.65 eV
Spin multiplicity   3
LUMO energy (spin up / spin down)   -0.006 / -0.089 Eh
⟨S²⟩   2.01

Geometry as XYZ:
```
10
C2HCl4NO2 (ωB97M-V/def2-TZVPD)
C -1.033 -0.319 -0.757
C -0.993 -0.786 0.535
N 2.279 1.743 -0.102
O 1.570 2.707 0.011
O 2.090 0.670 -0.564
Cl 0.483 -0.499 -1.561
Cl 0.163 0.063 1.670
Cl -2.471 -1.050 1.313
Cl -0.190 -2.663 0.631
H -1.897 0.134 -1.177
```

C11H11EuNO2 as an isolated structure at a distorted geometry. Source: the Open Molecules 2025 dataset; level of theory: ωB97M-V/def2-TZVPD.

## Properties
Orbital gap (spin up / spin down)   6.31 / 6.54 eV
Energy relative to the best compared isomer or geometry (same formula, charge and spin)   0.00 kcal per mole
Highest occupied orbital energy (spin up / spin down)   -7.18 / -7.40 eV
Spin multiplicity   8
LUMO energy (spin up / spin down)   -0.032 / -0.031 Eh
⟨S²⟩   15.76

Geometry as XYZ:
```
26
C11H11EuNO2 (ωB97M-V/def2-TZVPD)
Eu -0.158 0.197 -0.212
C 0.062 0.010 -3.243
H 1.070 0.166 -2.797
H -0.119 -1.051 -3.479
H 0.016 0.588 -4.182
H -0.765 0.371 -2.564
H -2.416 0.448 -0.203
O 3.883 -1.529 0.111
C 2.764 -1.072 0.304
O 1.910 -0.705 -0.632
C 2.274 -0.903 1.720
C 2.992 -1.223 2.894
C 2.379 -1.023 4.125
C 1.059 -0.519 4.233
C 0.358 -0.295 5.454
C -0.936 0.197 5.418
C -1.584 0.475 4.192
C -0.947 0.267 2.975
C 0.380 -0.220 2.995
N 1.029 -0.410 1.803
H 4.004 -1.619 2.792
H 2.910 -1.259 5.053
H 0.831 -0.509 6.417
H -1.489 0.380 6.341
H -2.603 0.858 4.183
H -1.480 0.462 2.010
```

C38H54Br3N8O15 as an isolated structure at a distorted geometry. Source: the Open Molecules 2025 dataset; level of theory: ωB97M-V/def2-TZVPD.

## Properties
Orbital gap   4.65 eV
Highest occupied orbital energy   -2.82 eV
Total charge   -1
LUMO energy   0.067 Eh

Geometry as XYZ:
```
118
C38H54Br3N8O15 (ωB97M-V/def2-TZVPD)
C -1.067 -0.386 -0.490
C 0.332 -0.716 0.025
C 1.385 0.357 -0.396
O 0.388 -0.937 1.400
H -1.366 0.660 -0.390
H -1.800 -1.024 -0.021
H -0.922 -0.473 -1.578
H 0.757 -1.631 -0.419
H 1.667 0.203 -1.443
H 2.247 0.485 0.260
H 1.013 1.395 -0.369
C -3.460 -2.524 -2.876
Br -5.361 -2.753 -3.322
Br -2.267 -3.122 -4.356
Br -2.955 -3.560 -1.294
H -3.331 -1.471 -2.644
C 0.890 -0.914 -4.572
C 0.163 0.080 -3.926
C -0.195 1.216 -4.661
C 0.292 1.372 -5.940
C 1.111 0.430 -6.578
C 1.352 -0.736 -5.872
O 2.065 -1.828 -6.361
O -0.991 2.184 -4.127
H 1.154 -1.823 -4.049
H -0.216 -0.103 -2.928
H 0.135 2.361 -6.355
H 1.485 0.499 -7.591
H 2.668 -1.449 -7.013
H -0.877 2.262 -3.167
C -5.702 0.384 -2.166
C -6.911 0.440 -1.441
C -6.832 0.734 -0.091
C -5.665 1.220 0.515
C -4.541 1.302 -0.277
C -4.541 0.841 -1.577
O -3.435 0.859 -2.377
O -8.088 0.807 0.523
H -5.754 0.004 -3.173
H -7.862 0.157 -1.864
H -5.768 1.782 1.435
H -3.605 1.613 0.174
H -2.645 1.272 -1.985
H -7.997 1.303 1.343
C -2.669 -2.733 3.902
C -3.569 -2.097 4.703
C -4.425 -1.156 4.124
C -4.330 -0.801 2.759
C -3.455 -1.546 1.949
C -2.643 -2.491 2.533
O -1.517 -2.952 1.949
O -5.356 -0.515 4.920
H -1.921 -3.382 4.340
H -3.749 -2.465 5.707
H -5.049 -0.063 2.433
H -3.416 -1.402 0.875
H -0.977 -2.227 1.531
H -5.978 -0.010 4.394
C -0.805 2.982 4.267
C 0.040 3.961 4.801
C 1.232 4.272 4.173
C 1.746 3.449 3.172
C 0.899 2.476 2.654
C -0.314 2.211 3.242
O -1.152 1.212 2.822
O 2.076 5.157 4.842
H -1.820 2.926 4.634
H -0.290 4.533 5.659
H 2.670 3.734 2.689
H 1.203 1.937 1.765
H -0.656 0.491 2.393
H 2.578 4.836 5.589
C 4.090 0.204 -3.856
C 3.735 -0.644 -2.813
C 4.653 -0.835 -1.763
C 5.831 -0.101 -1.633
C 6.079 0.859 -2.627
C 5.274 0.947 -3.750
O 5.535 1.935 -4.684
O 4.342 -1.779 -0.826
H 3.444 0.292 -4.719
H 2.817 -1.198 -2.939
H 6.517 -0.162 -0.800
H 6.988 1.441 -2.521
H 6.067 2.629 -4.288
H 5.093 -1.829 -0.226
C 4.099 1.049 1.281
O 3.116 1.775 1.054
N 4.286 -0.104 0.608
N 5.011 1.328 2.228
H 3.699 -0.284 -0.189
H 5.108 -0.613 0.870
H 4.977 2.160 2.790
H 5.754 0.735 2.552
C -0.044 2.146 -0.693
O -1.067 1.760 -1.290
N -0.040 2.704 0.542
N 1.166 1.964 -1.242
H -0.890 2.729 1.079
H 0.780 2.869 1.102
H 1.266 1.842 -2.234
H 1.993 2.191 -0.709
C 0.455 -1.528 5.502
O 1.400 -2.217 5.109
N -0.056 -1.705 6.750
N -0.130 -0.553 4.782
H -0.883 -1.230 7.063
H 0.527 -2.126 7.448
H -0.846 -0.001 5.213
H 0.010 -0.475 3.790
C 2.068 -4.629 -1.025
O 2.187 -4.596 0.184
N 2.959 -5.354 -1.782
N 1.053 -4.138 -1.818
H 3.811 -5.523 -1.266
H 3.124 -5.146 -2.751
H 0.262 -3.597 -1.510
H 1.075 -4.298 -2.805
```